# 1
{"formula": "C23H45F5N2O8PS4", "method": "wB97M-V/def2-TZVPD", "e_homo_ev": -11.62, "total_charge": 1, "e_lumo_ev": -2.5, "total_energy_ev": -110148.8299, "symbols": ["C", "C", "C", "C", "C", "C", "C", "S", "O", "O", "C", "F", "F", "C", "F", "F", "F", "C", "N", "C", "P", "N", "H", "H", "H", "H", "H", "H", "H", "H", "H", "H", "H", "H", "H", "H", "H", "H", "H", "H", "H", "H", "H", "C", "C", "C", "S", "O", "O", "C", "H", "H", "H", "H", "H", "H", "H", "H", "C", "C", "C", "S", "O", "O", "C", "H", "H", "H", "H", "H", "H", "H", "H", "C", "C", "C", "S", "O", "O", "C", "H", "H", "H", "H", "H", "H", "H", "H"], "coordinates": [[-2.90, 0.32, -0.97], [-2.03, 0.40, 0.32], [-0.79, -0.53, 0.20], [0.39, 0.37, -0.25], [-0.42, -1.31, 1.47], [0.40, -0.49, 2.50], [0.34, -1.03, 3.97], [-0.65, -0.02, 5.12], [-2.03, -0.39, 5.10], [-0.10, -0.28, 6.41], [-0.35, 1.79, 4.82], [-0.56, 2.36, 5.97], [0.92, 1.96, 4.53], [-1.30, 2.48, 3.78], [-0.58, 3.19, 2.94], [-2.02, 1.62, 3.09], [-2.12, 3.29, 4.37], [-0.10, -2.49, 4.16], [-1.08, -2.99, 3.15], [-1.60, -1.96, 2.22], [-2.75, -2.89, 1.06], [-1.86, -3.61, -0.03], [-2.48, 0.94, -1.75], [-2.96, -0.72, -1.29], [-3.90, 0.67, -0.72], [-2.70, 0.16, 1.15], [-1.74, 1.44, 0.45], [-0.93, -1.24, -0.61], [1.31, -0.19, -0.41], [0.11, 0.79, -1.22], [0.52, 1.21, 0.42], [0.23, -2.14, 1.14], [1.45, -0.54, 2.21], [0.12, 0.56, 2.43], [1.36, -0.97, 4.35], [-0.60, -2.54, 5.13], [0.76, -3.13, 4.26], [-1.89, -3.37, 3.65], [-0.70, -3.79, 2.62], [-2.20, -1.18, 2.70], [-3.68, -2.02, 0.44], [-3.47, -3.80, 1.87], [-2.13, -3.28, -0.95], [-4.37, -8.84, 1.18], [-4.00, -8.36, -0.23], [-3.78, -6.84, -0.16], [-3.23, -6.50, 1.51], [-4.24, -5.69, 2.17], [-1.84, -6.10, 1.50], [-3.36, -8.17, 2.11], [-4.34, -9.92, 1.27], [-5.38, -8.51, 1.43], [-3.09, -8.85, -0.55], [-4.78, -8.61, -0.95], [-3.02, -6.51, -0.86], [-4.71, -6.29, -0.33], [-3.67, -8.17, 3.16], [-2.37, -8.63, 2.02], [1.85, 6.26, -1.62], [1.26, 6.03, -0.22], [0.52, 4.69, -0.25], [1.33, 3.70, -1.51], [0.40, 3.46, -2.58], [2.05, 2.62, -0.87], [2.50, 4.95, -2.02], [2.56, 7.08, -1.63], [1.04, 6.51, -2.32], [2.08, 5.99, 0.51], [0.60, 6.84, 0.08], [0.58, 4.18, 0.71], [-0.52, 4.82, -0.54], [2.68, 4.87, -3.09], [3.43, 4.78, -1.47], [4.57, 3.08, -5.51], [4.98, 3.60, -6.90], [5.26, 5.11, -6.75], [5.78, 5.36, -5.06], [4.79, 6.17, -4.39], [7.18, 5.69, -5.03], [5.58, 3.66, -4.53], [4.55, 1.99, -5.48], [3.56, 3.44, -5.27], [5.89, 3.09, -7.22], [4.21, 3.42, -7.64], [6.05, 5.44, -7.42], [4.36, 5.70, -6.92], [5.24, 3.63, -3.50], [6.55, 3.17, -4.62]], "mulliken_charge": [-1.649, -0.261, 0.329, -2.241, -0.015, -0.559, -0.170, 1.097, -0.637, -0.658, 0.493, -0.249, -0.244, 0.835, -0.232, -0.249, -0.289, -1.471, 0.283, -0.619, 0.175, -0.646, 0.391, 0.361, 0.408, 0.462, 0.281, 0.791, 0.319, 0.588, 0.374, 0.472, 0.375, -0.151, 0.828, 0.529, 0.331, 0.497, 0.494, 0.199, 0.090, 0.086, 0.260, -0.582, -0.698, -0.628, 1.260, -0.763, -0.685, -0.807, 0.369, 0.290, 0.313, 0.338, 0.398, 0.396, 0.417, 0.353, -0.827, -0.792, -0.300, 1.435, -0.727, -0.678, -0.371, 0.392, 0.326, 0.317, 0.386, -0.022, 0.477, 0.082, 0.280, -0.452, -0.681, -0.650, 1.159, -0.596, -0.695, -0.683, 0.378, 0.196, 0.309, 0.344, 0.358, 0.363, 0.326, 0.367]}

# 2
{"formula": "C23H46BrIrN12O4P", "method": "wB97M-V/def2-TZVPD", "e_homo_ev": [-12.31, -12.68], "total_charge": 2, "spin_multiplicity": 2, "relative_energy_ev": 1.326, "e_lumo_ev": [-4.4, -4.5], "total_energy_ev": -132828.2216, "symbols": ["Ir", "C", "N", "C", "C", "N", "N", "C", "N", "N", "H", "H", "H", "H", "H", "H", "H", "H", "H", "H", "H", "N", "C", "C", "N", "H", "H", "H", "H", "H", "H", "H", "H", "H", "Br", "C", "C", "N", "C", "C", "C", "C", "O", "O", "H", "H", "H", "C", "N", "C", "P", "O", "N", "C", "C", "N", "C", "C", "H", "H", "H", "H", "H", "H", "H", "H", "H", "H", "H", "H", "H", "H", "H", "H", "H", "H", "O", "N", "C", "C", "C", "C", "C", "H", "H", "H", "H", "H"], "coordinates": [[1.00, -0.08, 0.19], [0.88, 0.28, 4.81], [2.16, 0.04, 4.17], [3.32, -0.27, 5.00], [2.24, 0.15, 2.83], [1.30, 0.66, 2.08], [3.46, -0.29, 2.27], [3.81, -0.43, 0.94], [5.04, -0.94, 0.72], [3.03, -0.02, -0.02], [0.92, -0.14, 5.82], [0.08, -0.24, 4.27], [0.65, 1.34, 4.89], [3.05, -0.11, 6.03], [4.16, 0.39, 4.77], [3.63, -1.32, 4.89], [0.45, 0.86, 2.61], [4.11, -0.68, 2.93], [5.69, -1.10, 1.47], [5.37, -1.07, -0.22], [3.38, -0.23, -0.95], [1.72, 5.77, -0.24], [0.61, 5.30, -1.07], [0.78, 3.81, -1.31], [1.07, 3.19, 0.01], [1.48, 6.61, 0.26], [2.54, 5.98, -0.80], [1.63, 3.89, 0.54], [0.52, 5.81, -2.04], [-0.33, 5.49, -0.54], [1.63, 3.59, -1.96], [-0.10, 3.33, -1.73], [0.22, 2.97, 0.52], [1.57, 2.28, -0.04], [-0.19, 2.22, -7.32], [0.47, 0.88, -6.17], [1.06, -0.27, -6.69], [1.54, -1.26, -5.95], [1.44, -1.14, -4.63], [0.87, -0.03, -4.01], [0.36, 1.01, -4.80], [0.79, 0.05, -2.53], [1.31, -0.89, -1.83], [0.20, 1.01, -1.97], [1.15, -0.39, -7.77], [1.83, -1.96, -4.04], [-0.10, 1.88, -4.35], [-2.62, -1.24, -2.08], [-2.86, -0.02, -1.32], [-2.89, 1.16, -2.18], [-2.48, 0.11, 0.27], [-1.06, 0.45, 0.69], [-2.91, -1.35, 0.90], [-2.24, -1.97, 2.03], [-4.21, -1.95, 0.61], [-3.41, 1.38, 0.78], [-4.84, 1.41, 0.50], [-3.09, 2.03, 2.05], [-3.44, -1.39, -2.78], [-2.58, -2.10, -1.41], [-1.69, -1.17, -2.64], [-3.74, 1.09, -2.87], [-1.97, 1.22, -2.76], [-3.00, 2.07, -1.59], [-1.27, -1.51, 2.21], [-2.07, -3.03, 1.81], [-2.85, -1.91, 2.93], [-4.68, -1.46, -0.24], [-4.87, -1.88, 1.48], [-4.08, -3.01, 0.37], [-5.05, 0.94, -0.46], [-5.17, 2.45, 0.45], [-5.41, 0.90, 1.28], [-2.02, 2.01, 2.23], [-3.61, 1.56, 2.89], [-3.42, 3.07, 2.00], [1.02, -2.07, 1.56], [1.00, -3.27, 1.01], [1.52, -4.31, 1.70], [1.51, -5.58, 1.17], [0.95, -5.79, -0.09], [0.43, -4.71, -0.78], [0.46, -3.45, -0.21], [1.92, -4.05, 2.66], [1.93, -6.38, 1.75], [0.94, -6.78, -0.52], [-0.01, -4.82, -1.76], [0.09, -2.56, -0.68]], "mulliken_charge": [2.371, -1.109, 0.235, -1.172, 0.592, -0.323, -0.013, 0.502, -0.408, -0.203, 0.390, 0.357, 0.320, 0.357, 0.435, 0.370, -0.176, 0.215, 0.180, 0.208, 0.187, -0.535, -0.769, -0.245, 0.083, 0.221, 0.203, 0.632, 0.419, 0.382, 0.369, 0.112, 0.133, -0.061, -0.145, -0.169, -0.172, -0.594, -0.292, 0.377, -0.330, -0.010, -1.128, -0.290, 0.390, 0.561, 0.447, -0.643, 0.313, -0.942, -0.052, -0.882, 0.528, -0.670, -1.186, 0.285, -1.085, -0.916, 0.383, 0.234, -0.006, 0.397, 0.015, 0.347, -0.133, 0.293, 0.283, 0.349, 0.314, 0.388, 0.346, 0.379, 0.306, 0.101, 0.267, 0.360, -0.296, 0.152, -0.187, -0.710, -0.335, -1.235, -0.126, 0.474, 0.438, 0.452, 0.509, 0.587]}